The following is a DFT calculation (ωB97M-V with the def2-TZVPD basis set) of C39H91N11O13Pt as an isolated structure at a distorted geometry.

```
155
Properties=species:S:1:pos:R:3
Pt 2.578 1.651 2.649
C 4.048 -1.646 2.753
C 5.051 -0.526 2.349
C 6.137 -0.944 1.324
O 4.435 0.676 1.963
H 3.314 -1.888 1.984
H 3.446 -1.405 3.629
H 4.623 -2.539 2.998
H 5.675 -0.336 3.222
H 5.585 -0.995 0.385
H 6.605 -1.920 1.454
H 6.954 -0.272 1.062
C -0.726 -0.967 0.847
C 0.466 -0.022 0.578
C 0.117 1.128 -0.459
O 0.907 0.684 1.745
H -1.503 -0.378 1.335
H -0.556 -1.860 1.448
H -1.181 -1.377 -0.055
H 1.335 -0.552 0.188
H 0.916 1.855 -0.604
H -0.828 1.577 -0.152
H -0.187 0.718 -1.422
C 3.585 1.910 -4.337
O 3.886 1.805 -3.176
N 2.379 1.645 -4.827
C 1.960 1.757 -6.210
C 1.302 1.387 -3.880
H 4.354 2.182 -5.077
H 2.702 2.107 -6.928
H 0.958 2.142 -6.405
H 1.796 0.712 -6.474
H 1.336 0.309 -3.721
H 1.474 1.881 -2.924
H 0.337 1.644 -4.318
C -6.111 -2.413 1.392
O -6.974 -3.207 1.702
N -5.779 -1.893 0.209
C -4.806 -0.807 0.090
C -6.289 -2.385 -1.068
H -5.419 -2.050 2.167
H -4.135 -1.049 -0.734
H -4.282 -0.500 0.996
H -5.347 0.089 -0.212
H -6.767 -1.526 -1.541
H -5.441 -2.814 -1.601
H -7.144 -3.059 -1.124
C -0.673 -2.111 -4.918
O 0.465 -1.746 -4.613
N -1.798 -1.850 -4.197
C -3.123 -2.159 -4.725
C -1.815 -0.967 -3.022
H -0.913 -2.688 -5.824
H -3.889 -2.510 -4.034
H -3.059 -2.796 -5.607
H -3.536 -1.255 -5.175
H -0.876 -1.209 -2.523
H -1.960 0.100 -3.194
H -2.629 -1.232 -2.347
C 3.604 3.356 0.061
O 3.217 3.341 1.201
N 4.061 4.516 -0.534
C 4.492 4.568 -1.861
C 3.990 5.805 0.020
H 3.720 2.477 -0.591
H 3.678 4.676 -2.578
H 5.046 3.698 -2.211
H 5.363 5.188 -2.073
H 3.899 5.932 1.099
H 4.972 6.275 -0.036
H 3.277 6.435 -0.511
C 4.066 -1.922 -3.878
O 4.595 -2.707 -4.620
N 4.358 -1.849 -2.538
C 3.646 -0.927 -1.703
C 5.389 -2.713 -1.907
H 3.361 -1.163 -4.250
H 2.660 -0.608 -2.040
H 4.385 -0.164 -1.455
H 3.395 -1.426 -0.767
H 5.758 -3.474 -2.595
H 6.369 -2.242 -1.829
H 5.083 -3.086 -0.929
C -1.297 6.117 -1.631
O -1.897 6.236 -2.721
N -0.272 5.236 -1.375
C 0.197 5.034 -0.036
C 0.042 4.349 -2.419
H -1.465 6.728 -0.731
H 1.267 5.200 -0.158
H 0.116 3.989 0.262
H -0.305 5.732 0.635
H -0.454 4.552 -3.368
H 1.118 4.250 -2.560
H -0.189 3.286 -2.348
C -4.719 0.697 4.442
O -4.938 -0.415 3.820
N -3.644 1.509 4.284
C -3.602 2.819 4.937
C -2.550 1.238 3.328
H -5.404 1.212 5.133
H -2.634 3.058 5.377
H -4.361 3.023 5.693
H -3.816 3.577 4.183
H -2.557 0.150 3.261
H -2.822 1.577 2.329
H -1.556 1.512 3.684
C 2.185 -0.213 5.510
O 2.350 0.613 4.635
N 1.055 -0.961 5.561
C 0.868 -1.876 6.696
C -0.051 -0.840 4.646
H 2.906 -0.400 6.321
H 0.868 -2.889 6.294
H -0.148 -1.759 7.074
H 1.524 -1.801 7.564
H 0.088 0.081 4.080
H -0.163 -1.740 4.041
H -1.006 -0.728 5.159
C 0.655 -5.679 1.732
O 0.646 -6.486 0.801
N 1.120 -4.421 1.637
C 1.218 -3.619 2.829
C 1.621 -3.809 0.462
H 0.272 -5.955 2.727
H 2.226 -3.635 3.243
H 0.557 -3.721 3.690
H 0.993 -2.568 2.651
H 2.678 -3.609 0.639
H 1.604 -4.447 -0.422
H 0.969 -2.940 0.377
C -2.749 -4.980 -2.644
O -4.008 -5.032 -2.668
N -1.916 -4.816 -1.557
C -0.510 -4.745 -1.771
C -2.526 -4.506 -0.241
H -2.173 -5.196 -3.558
H -0.157 -4.737 -2.802
H -0.115 -5.589 -1.206
H -0.105 -3.794 -1.426
H -1.728 -4.886 0.397
H -2.571 -3.422 -0.140
H -3.480 -4.885 0.127
C -3.843 4.434 1.644
O -2.791 5.033 1.386
N -4.189 3.307 0.952
C -5.436 2.586 1.365
C -3.271 2.655 0.058
H -4.704 4.775 2.239
H -6.104 3.141 2.024
H -5.236 1.571 1.710
H -5.928 2.431 0.405
H -3.152 1.587 0.241
H -3.658 2.557 -0.957
H -2.311 3.156 -0.070
```

Properties
LUMO energy (spin up / spin down) in hartree: -0.001 / -0.016
⟨S²⟩: 2.008
Charge: 0
Gap between HOMO and LUMO (spin up / spin down) in Ha: 0.298 / 0.276
Multiplicity: 3
HOMO (spin up / spin down) in eV: -8.139 / -7.928
Energy above the lowest of the compared OMol25 structures with the same formula, charge and spin in kJ/mol: 464.7
Energy in eV: -88166.17214